No. 1
ORCA calculation (ωB97M-V/def2-TZVPD) on a structure of composition C24H25N7O3Se2Ti.

Geometry (Å):
Ti -0.44 -0.18 0.75
C 4.24 -3.48 1.57
Se 2.91 -2.17 2.11
C 4.10 -0.63 2.25
C 4.78 -0.23 0.96
Se 3.56 0.75 -0.21
C 4.90 1.31 -1.50
H 5.06 -3.50 2.28
H 4.61 -3.28 0.57
H 3.73 -4.44 1.57
H 4.84 -0.84 3.03
H 3.46 0.16 2.63
H 5.15 -1.10 0.41
H 5.63 0.42 1.16
H 5.61 1.98 -1.02
H 4.38 1.83 -2.30
H 5.41 0.44 -1.90
C -2.56 -0.68 -1.63
N -1.67 0.27 -0.93
C -1.57 1.48 -1.38
C -0.68 2.35 -0.71
C -0.39 3.71 -0.82
C 0.52 3.99 0.20
C 0.75 2.79 0.88
N 0.03 1.80 0.33
C -2.48 -0.62 -3.13
C -1.24 -0.64 -3.77
C -1.16 -0.62 -5.15
C -2.32 -0.57 -5.92
C -3.55 -0.55 -5.29
C -3.63 -0.57 -3.90
H -3.60 -0.50 -1.31
H -2.31 -1.68 -1.28
H -2.14 1.82 -2.24
H -0.80 4.40 -1.54
H 0.98 4.94 0.43
H 1.41 2.61 1.71
H -0.33 -0.68 -3.18
H -0.19 -0.64 -5.64
H -2.26 -0.56 -7.00
H -4.46 -0.51 -5.88
H -4.60 -0.55 -3.42
O 0.77 1.11 4.33
C 0.11 0.71 3.40
O 0.54 0.01 2.38
C -1.37 1.01 3.30
C -2.09 1.58 4.33
C -3.44 1.83 4.13
C -4.01 1.51 2.90
C -3.21 0.96 1.92
N -1.92 0.71 2.12
H -1.58 1.81 5.25
H -4.04 2.26 4.91
H -5.05 1.69 2.71
H -3.61 0.69 0.95
O 1.03 -2.01 -1.19
N 0.72 -1.20 -0.42
N -0.69 -6.21 1.07
C -1.15 -5.23 1.47
N -1.73 -4.15 1.99
C -1.53 -3.00 1.52
N -1.45 -1.88 1.16

Values from the calculation:
- Relative energy (zero: lowest compared OMol25 entry of this formula, charge and spin): 6.3 kcal per mole
- F_max: 0.800 eV/A
- Orbital gap (spin up / spin down): 6.9 / 6.4 eV
- Spin multiplicity: 3
- LUMO (spin up / spin down): -0.990 / -1.444 eV

Löwdin population analysis, charges in e, atoms 1 to 8:
1. Ti 0.96
2. C -0.41
3. Se 0.92
4. C -0.57
5. C -0.56
6. Se 0.93
7. C -0.42
8. H 0.02

No. 2
ORCA calculation (ωB97M-V/def2-TZVPD) on a structure of composition C7H7NO2.

Geometry (Å):
O -2.14 1.98 0.35
C -1.49 0.99 0.17
C -0.84 -0.11 0.97
C -1.31 -1.14 -0.12
C 0.10 -1.72 -0.29
C 0.30 -0.21 -0.13
C 1.60 0.53 -0.15
N 1.65 1.83 0.10
C -0.98 0.14 -0.97
H -0.72 -0.28 2.04
H -2.29 -1.64 -0.12
H 0.47 -2.35 0.53
H 0.35 -2.14 -1.27
H -1.03 0.25 -2.06
O 2.54 0.04 0.58
H 1.06 2.39 -0.50
H 2.73 1.46 0.87

Values from the calculation:
- Relative energy (zero: lowest compared OMol25 entry of this formula, charge and spin): 133.5 kcal per mole
- F_max: 5.992 eV/A
- Orbital gap: 10.1 eV
- LUMO: 0.179 eV

Löwdin population analysis, charges in e, atoms 1 to 8:
1. O 0.11
2. C -0.35
3. C -0.01
4. C -0.12
5. C -0.04
6. C -0.26
7. C -0.42
8. N 0.10

No. 3
ORCA calculation (ωB97M-V/def2-TZVPD) on a structure of composition C27H57ClN8P2Pd.

Geometry (Å):
Pd 0.44 -2.03 0.02
Cl -0.62 -4.23 1.39
C 0.52 -2.89 1.74
H 1.45 -3.35 2.04
H 0.07 -2.28 2.52
C 5.30 -3.14 -1.11
C 3.78 -3.31 -1.17
C 3.36 -4.68 -0.61
P 2.75 -1.96 -0.47
C 2.76 -0.63 -1.74
C 4.11 -0.21 -2.34
C 1.83 -1.02 -2.89
C 3.58 -1.30 1.07
C 4.68 -0.26 0.92
C 4.03 -2.44 1.99
H 5.78 -3.89 -1.75
H 5.68 -3.30 -0.10
H 5.64 -2.16 -1.45
H 3.47 -3.28 -2.22
H 3.77 -4.83 0.39
H 3.74 -5.48 -1.25
H 2.28 -4.77 -0.55
H 2.29 0.21 -1.22
H 4.52 -1.01 -2.97
H 4.86 0.07 -1.61
H 3.94 0.65 -3.00
H 2.24 -1.86 -3.47
H 1.72 -0.17 -3.57
H 0.83 -1.30 -2.55
H 2.73 -0.82 1.55
H 5.56 -0.65 0.41
H 5.01 0.06 1.92
H 4.34 0.63 0.40
H 5.00 -2.84 1.69
H 3.32 -3.27 2.02
H 4.14 -2.07 3.01
N -3.57 -1.59 -2.91
C -4.04 -2.61 -2.16
N -5.37 -2.68 -1.96
N -3.28 -3.54 -1.64
C -1.97 -3.34 -1.77
N -0.83 -3.22 -1.87
H -4.13 -0.77 -3.04
H -2.57 -1.43 -2.87
H -6.00 -2.17 -2.56
H -5.71 -3.52 -1.53
N -0.24 -0.07 -0.50
P -1.04 1.00 0.23
N -1.72 2.26 -0.71
C -0.74 3.04 -1.47
C -1.34 4.42 -1.79
C -2.85 4.31 -2.05
C -3.17 2.93 -2.61
C -2.81 1.83 -1.59
N -0.14 1.96 1.28
C 1.23 1.56 1.57
C 1.66 2.08 2.93
C 1.68 3.62 2.94
C 0.66 4.18 1.93
C -0.55 3.26 1.83
N -2.39 0.47 1.06
C -2.90 -0.89 0.93
C -3.55 -1.33 2.22
C -4.80 -0.48 2.51
C -4.60 0.97 2.02
C -3.12 1.34 1.98
H -0.46 2.52 -2.39
H 0.17 3.15 -0.88
H -0.83 4.85 -2.66
H -1.17 5.10 -0.94
H -3.18 5.09 -2.74
H -3.40 4.45 -1.12
H -2.61 2.78 -3.54
H -4.23 2.86 -2.87
H -2.53 0.92 -2.12
H -3.68 1.60 -0.97
H 1.93 1.94 0.80
H 1.28 0.48 1.52
H 2.65 1.69 3.17
H 0.97 1.70 3.68
H 2.68 3.99 2.69
H 1.44 3.99 3.94
H 1.12 4.27 0.94
H 0.34 5.18 2.23
H -1.31 3.70 1.18
H -0.99 3.16 2.83
H -2.08 -1.55 0.66
H -3.64 -0.97 0.11
H -2.82 -1.23 3.03
H -3.81 -2.39 2.16
H -5.03 -0.49 3.58
H -5.66 -0.92 2.00
H -5.13 1.67 2.66
H -5.01 1.08 1.01
H -2.71 1.27 3.00
H -3.01 2.38 1.66

Values from the calculation:
- Relative energy (zero: lowest compared OMol25 entry of this formula, charge and spin): 39.3 kcal per mole
- F_max: 1.260 eV/A
- Orbital gap (spin up / spin down): 6.9 / 6.9 eV
- LUMO (spin up / spin down): 0.417 / 0.417 eV

Löwdin population analysis, charges in e, atoms 1 to 8:
1. Pd 0.56
2. Cl 0.48
3. C -0.72
4. H -0.03
5. H 0.01
6. C -0.10
7. C -0.52
8. C -0.12

No. 4
ORCA calculation (ωB97M-V/def2-TZVPD) on a cluster of 2 separate species, C4H8O2 in total.

Geometry (Å):
C 1.48 -0.12 -0.19
C 0.26 -0.24 0.71
C -0.52 1.06 0.86
O -0.31 2.05 0.22
C -0.77 -1.25 0.21
O -0.76 -1.73 -0.89
H 2.08 -1.03 -0.14
H 1.17 0.03 -1.23
H 2.10 0.72 0.11
H 0.53 -0.55 1.73
H -1.34 1.02 1.61
H -1.58 -1.48 0.93
H -1.08 1.10 -1.86
H -1.26 0.42 -2.08

Values from the calculation:
- Relative energy (zero: lowest compared OMol25 entry of this formula, charge and spin): 53.8 kcal per mole
- F_max: 0.609 eV/A
- Orbital gap: 10.5 eV
- LUMO: 0.350 eV
- SMILES: CC(C=O)C=O.[H][H]

Löwdin population analysis, charges in e, atoms 1 to 8:
1. C -0.06
2. C -0.31
3. C -0.25
4. O 0.04
5. C -0.25
6. O 0.05
7. H 0.09
8. H 0.07